{"formula": "C2H3F3N2O", "method": "ωB97M-V with the def2-TZVPD basis set", "total_charge": 0, "lumo_ev": 0.69, "fmax_ev_per_a": 5.05, "smiles": "[H]/N=C(\\ON)C(F)(F)F", "spin_multiplicity": 1, "orbital_gap_ha": 0.411, "e_above_lowest_kcal_mol": 53.32, "e_homo_ev": -10.49, "total_energy_ha": -562.2794, "elements": ["C", "C", "N", "N", "O", "F", "F", "F", "H", "H", "H"], "positions_angstrom": [[-0.24, 0.33, 0.15], [-1.73, -0.08, 0.09], [0.11, 1.39, 0.60], [1.97, -0.47, -0.21], [0.52, -0.69, -0.47], [-2.31, 0.41, 1.10], [-1.83, -1.40, 0.08], [-2.32, 0.38, -1.03], [1.12, 1.76, 0.79], [2.45, -0.31, -1.23], [2.27, -1.32, 0.13]], "mulliken_charge": [0.255, 0.851, -0.487, -0.531, -0.208, -0.232, -0.250, -0.263, 0.338, 0.269, 0.259]}

***

{"formula": "C2H3F3O", "method": "ωB97M-V with the def2-TZVPD basis set", "total_charge": 0, "lumo_ev": [-0.33, -1.02], "fmax_ev_per_a": 4.06, "spin_multiplicity": 1, "orbital_gap_ha": [0.316, 0.259], "e_above_lowest_kcal_mol": 160.20, "e_homo_ev": [-8.94, -8.07], "total_energy_ha": -452.5985, "elements": ["C", "C", "O", "F", "F", "F", "H", "H", "H"], "positions_angstrom": [[-0.17, -0.20, -0.14], [-1.29, -1.05, 0.00], [-2.69, 0.96, -0.57], [-1.71, -1.83, -0.91], [-1.73, -1.34, 1.13], [-2.13, 1.91, 0.20], [-0.53, 0.50, -0.85], [0.63, -0.71, -0.65], [0.13, 0.35, 0.77]], "mulliken_charge": [-0.828, 0.734, -0.469, -0.172, -0.160, -0.120, 0.382, 0.323, 0.310]}